DFT (ωB97M-V/def2-TZVPD) results for a structure of composition C32H33ClNOPPrSi.

As for the net charge: -1. Its LUMO energy (alpha / beta) is 0.0953 / 0.0953 Ha. As for the HOMO-LUMO gap (alpha / beta): 0.243 / 0.243 Ha. As for the multiplicity: 3.

XYZ file:
```
71
Properties=species:S:1:pos:R:3:forces:R:3
Pr -1.33310 -0.58206 -1.13483 -0.187 0.135 -0.228
C -3.66997 -1.87671 -0.45403 -0.152 -0.078 0.049
C -2.71702 -2.91090 -0.46939 -0.064 -0.035 -0.028
C -2.28218 -3.08075 -1.79886 -0.072 -0.120 -0.091
C -2.98518 -2.16155 -2.61277 -0.112 -0.230 -0.097
C -3.83656 -1.41391 -1.78037 -0.279 -0.062 -0.041
H -4.17974 -1.49433 0.41844 0.012 0.011 0.009
H -2.34695 -3.44869 0.38976 0.029 0.020 0.005
H -1.54766 -3.79826 -2.13618 0.010 0.012 0.003
H -2.88859 -2.05427 -3.68370 0.037 0.027 0.002
H -4.50925 -0.63052 -2.09915 0.004 0.020 0.004
Cl -2.78597 1.70415 -0.21468 -0.247 0.346 0.497
C -2.74293 2.03822 1.61116 -0.161 0.028 -0.392
C -3.84713 2.75749 2.03222 0.094 -0.026 0.121
C -3.91874 3.06419 3.38371 -0.038 0.024 -0.009
C -2.89229 2.65510 4.22717 0.026 -0.020 -0.034
C -1.80689 1.94755 3.72157 -0.003 0.021 0.091
C -1.68743 1.60419 2.36724 0.159 -0.152 -0.047
P -0.51612 0.00384 1.44256 0.595 0.252 -0.321
C 0.31343 -0.39656 3.01660 -0.248 0.063 0.316
C 1.26628 0.43881 3.58859 0.012 0.002 0.047
C 1.88064 0.09930 4.79003 -0.007 0.041 -0.059
C 1.53748 -1.07313 5.44346 -0.032 -0.041 -0.001
C 0.57081 -1.90600 4.88920 0.043 0.027 0.026
C -0.03152 -1.56854 3.68832 -0.021 -0.072 -0.048
C 0.67352 1.26040 0.68040 0.014 -0.113 0.309
C 0.36381 2.58924 0.38600 -0.079 0.022 -0.032
C 1.26839 3.41937 -0.26351 -0.010 -0.016 0.005
C 2.53106 2.95731 -0.60098 0.007 -0.016 0.001
C 2.87585 1.65255 -0.27932 -0.017 0.003 -0.019
C 1.95620 0.81825 0.33924 0.053 -0.008 -0.039
H -4.62073 3.05556 1.33725 -0.003 0.006 -0.001
H -4.77056 3.61213 3.76743 0.008 -0.001 0.013
H -2.93746 2.88984 5.28491 -0.007 0.001 0.003
H -1.02501 1.64826 4.41454 0.008 -0.017 -0.024
H 1.53304 1.36355 3.09193 0.002 -0.005 0.004
H 2.62994 0.75975 5.21007 0.001 -0.011 0.014
H 2.01843 -1.33862 6.37704 -0.007 -0.006 0.002
H 0.29143 -2.82565 5.38892 0.006 0.003 0.016
H -0.76250 -2.23826 3.24907 -0.006 0.033 -0.041
H -0.59508 2.99804 0.66563 0.012 -0.004 0.013
H 0.97760 4.43669 -0.49814 0.010 0.002 0.000
H 3.23768 3.60487 -1.10636 -0.001 0.002 0.004
H 3.85908 1.26845 -0.52359 0.004 0.011 -0.007
H 2.25450 -0.19548 0.56524 -0.018 -0.002 0.021
N 0.05761 -1.39710 0.50579 0.273 -0.010 -0.082
C 1.08271 -2.21613 0.12880 0.016 0.086 0.247
C 1.28348 -2.50959 -1.24272 -0.026 -0.017 -0.052
C 2.25681 -3.39094 -1.67937 0.087 0.010 0.062
C 3.10905 -4.00767 -0.76988 -0.029 0.020 0.005
C 2.95594 -3.71239 0.58160 -0.008 0.009 0.036
C 1.97420 -2.84392 1.02829 0.039 -0.029 -0.031
H 0.66394 -2.02286 -2.00009 0.143 -0.110 0.006
H 2.36736 -3.58443 -2.74055 -0.026 0.012 -0.006
H 3.87822 -4.69199 -1.10375 -0.003 0.001 -0.012
H 3.61676 -4.17249 1.30914 0.000 -0.006 -0.012
H 1.87304 -2.63929 2.08691 -0.010 0.015 -0.001
C 0.24308 2.94267 -4.23619 0.090 0.119 -0.010
Si 0.40477 1.08905 -4.04466 -0.472 -0.263 0.575
C 2.20183 0.65311 -3.69990 0.137 0.004 -0.036
C -0.07134 0.29084 -5.67383 -0.032 -0.068 -0.109
O -0.57222 0.55229 -2.85000 0.497 0.111 -0.593
H 0.88620 3.30752 -5.04328 -0.026 0.036 0.010
H 0.54426 3.43920 -3.31011 -0.005 0.003 -0.004
H -0.78629 3.23333 -4.45597 -0.009 -0.012 -0.010
H 2.62223 0.04018 -4.50229 0.017 0.011 0.010
H 2.29195 0.09085 -2.76816 -0.022 -0.008 0.005
H 2.82342 1.54669 -3.59942 0.003 -0.010 0.001
H 0.59320 0.60767 -6.48310 -0.015 -0.002 -0.009
H -1.09703 0.54055 -5.95563 -0.001 0.012 0.003
H -0.00579 -0.79804 -5.59345 0.008 0.008 -0.006
```
Forces are in eV/Å.